1.
This record from OMol25 describes an isolated molecule of C3H4N2OS. The level of theory is wB97M-V/def2-TZVPD.

Each line ends with the Löwdin charge.
CARTESIAN COORDINATES (ANGSTROEM)
S -2.348 -0.377 0.059  0.619
O 0.186 -0.784 -0.167  -0.027
N 2.559 -0.762 0.209  0.100
N 1.470 -0.110 -0.301  -0.160
C -0.761 0.131 -0.030  -0.885
C 1.167 1.224 -0.011  -0.022
C -0.178 1.438 0.029  -0.052
H 2.791 -1.554 -0.365  0.098
H 2.365 -1.076 1.150  0.103
H 1.983 1.882 0.113  0.117
H -0.627 2.392 0.209  0.109

## Properties
SMILES string   Nn1ccc(=S)o1
Highest occupied orbital energy   -8.273 eV
F_max   2.44 eV/A


2.
This record from OMol25 describes an isolated molecule of C3H4N2OS. The level of theory is wB97M-V/def2-TZVPD.

Each line ends with the Löwdin charge.
CARTESIAN COORDINATES (ANGSTROEM)
S -3.199 -0.583 0.038  0.574
O -0.603 -1.087 -0.236  -0.014
N 0.663 -0.307 -0.125  -0.209
N 1.859 -0.920 0.123  0.079
C -1.004 1.116 -0.052  -0.130
C -1.610 -0.067 -0.141  -0.869
C 0.395 0.956 -0.053  -0.037
H 1.984 -1.619 -0.746  0.175
H -1.566 2.066 0.238  0.141
H 1.910 -1.283 1.128  0.139
H 1.170 1.727 -0.174  0.151

## Properties
SMILES string   Nn1ccc(=S)o1
Highest occupied orbital energy   -7.783 eV
F_max   5.29 eV/A


Relative energy (zero: lowest compared OMol25 entry of this formula, charge and spin) / kcal/mol: 72.5; 96.3